Entry 1:
Entry from the Open Molecules 2025 dataset: a molecular structure, C30H52IN6O23S6 at a distorted geometry (ωB97M-V/def2-TZVPD).

The value obtained for the HOMO-LUMO gap is 7.84 eV. The energy comes out at -5919.8589 Eh. The largest force on an atom comes out at 0.0223 Eh/bohr. The total charge is +1.

```
118
C30H52IN6O23S6 | the Open Molecules 2025 dataset | ωB97M-V/def2-TZVPD
C 4.54 -3.56 -0.35
C 3.07 -3.25 -0.56
N 2.83 -1.92 -1.14
C 1.43 -1.52 -0.92
C 1.32 -0.37 0.11
C 0.32 -0.59 1.17
N -0.69 -1.46 1.10
C -1.44 -1.42 2.26
C -2.60 -2.34 2.41
C -3.84 -1.76 3.12
C -5.11 -2.19 2.37
C -5.12 -3.69 2.08
N -4.87 -3.96 0.66
C -4.82 -5.40 0.40
C -5.94 -3.43 -0.16
C -5.55 -2.49 -1.26
O -7.07 -3.73 0.03
C -0.88 -0.47 3.06
C -1.29 -0.04 4.42
C -2.14 1.25 4.45
S -1.85 2.40 3.09
C -2.94 1.79 1.89
N -2.62 1.61 0.64
N -3.77 1.12 0.02
C -4.67 1.03 0.95
O -4.23 1.45 2.16
N 0.22 0.02 2.35
I 1.58 1.43 3.01
C 3.16 -1.88 -2.51
C 3.01 -0.54 -3.20
O 3.58 -2.82 -3.11
H 4.95 -3.02 0.50
H 5.08 -3.29 -1.24
H 4.66 -4.63 -0.22
H 2.65 -4.04 -1.19
H 2.57 -3.32 0.41
H 0.97 -1.18 -1.85
H 0.88 -2.40 -0.62
H 1.09 0.55 -0.43
H 2.31 -0.22 0.54
H -0.92 -2.08 0.34
H -2.88 -2.67 1.40
H -2.25 -3.24 2.91
H -3.90 -2.20 4.11
H -3.80 -0.68 3.18
H -5.97 -1.95 2.99
H -5.13 -1.63 1.44
H -6.08 -4.13 2.37
H -4.37 -4.23 2.64
H -3.93 -5.86 0.80
H -5.73 -5.89 0.75
H -4.80 -5.54 -0.68
H -5.81 -1.48 -0.96
H -6.04 -2.71 -2.20
H -4.47 -2.50 -1.43
H -1.86 -0.81 4.91
H -0.39 0.11 5.02
H -3.20 1.04 4.49
H -1.92 1.81 5.35
H -5.67 0.67 0.83
H 4.01 -0.18 -3.38
H 2.50 -0.73 -4.14
H 2.45 0.16 -2.59
C 2.90 6.81 5.44
C 2.50 6.94 3.99
O 2.94 5.71 3.39
S 2.84 4.53 4.45
O 1.62 3.81 4.23
O 4.07 3.83 4.48
O 2.66 5.42 5.75
H 3.97 7.01 5.59
H 2.32 7.45 6.10
H 2.96 7.79 3.50
H 1.41 7.01 3.89
C 3.45 6.78 -0.16
C 2.02 6.87 -0.67
O 1.58 8.18 -0.25
S 2.82 9.19 -0.28
O 2.81 9.93 -1.49
O 2.89 9.84 0.98
O 3.98 8.10 -0.37
H 3.48 6.56 0.91
H 4.03 6.05 -0.71
H 1.37 6.11 -0.24
H 1.99 6.83 -1.75
C 3.97 -9.56 1.00
C 4.53 -8.69 -0.11
O 3.65 -7.56 -0.15
S 3.10 -7.24 1.32
O 3.89 -6.21 1.88
O 1.69 -7.16 1.27
O 3.53 -8.62 2.00
H 3.10 -10.13 0.66
H 4.70 -10.24 1.42
H 4.54 -9.19 -1.07
H 5.53 -8.33 0.14
C 2.86 9.19 -5.94
C 1.83 9.33 -4.84
O 1.52 7.97 -4.48
S 2.82 7.06 -4.66
O 3.46 6.92 -3.40
O 2.48 5.93 -5.44
O 3.68 8.08 -5.53
H 2.40 8.95 -6.90
H 3.48 10.08 -6.05
H 0.93 9.84 -5.16
H 2.25 9.83 -3.96
C -3.08 -4.53 -5.69
C -3.83 -3.35 -5.10
O -4.58 -3.91 -4.02
S -3.76 -5.13 -3.37
O -3.07 -4.65 -2.22
O -4.61 -6.26 -3.31
O -2.71 -5.31 -4.55
H -3.73 -5.13 -6.33
H -2.20 -4.23 -6.25
H -4.50 -2.87 -5.81
H -3.14 -2.60 -4.70
```

Atom charges from the Mulliken analysis, given in e for atoms 1 to 99: atom 1 (C): -1.266, atom 2 (C): -0.581, atom 3 (N): 0.237, atom 4 (C): -1.550, atom 5 (C): -0.771, atom 6 (C): 0.706, atom 7 (N): 0.147, atom 8 (C): -0.509, atom 9 (C): -0.056, atom 10 (C): -0.084, atom 11 (C): -0.199, atom 12 (C): -1.396, atom 13 (N): 0.593, atom 14 (C): -1.046, atom 15 (C): 0.533, atom 16 (C): -1.111, atom 17 (O): -0.555, atom 18 (C): 0.597, atom 19 (C): -1.160, atom 20 (C): -0.699, atom 21 (S): -0.139, atom 22 (C): 0.549, atom 23 (N): -0.228, atom 24 (N): -0.465, atom 25 (C): -0.050, atom 26 (O): -0.315, atom 27 (N): -0.371, atom 28 (I): 0.381, atom 29 (C): 0.565, atom 30 (C): -1.074, atom 31 (O): -0.554, atom 32 (H): 0.286, atom 33 (H): 0.424, atom 34 (H): 0.203, atom 35 (H): 0.359, atom 36 (H): 0.575, atom 37 (H): 0.492, atom 38 (H): 0.586, atom 39 (H): 0.366, atom 40 (H): 0.452, atom 41 (H): 0.339, atom 42 (H): 0.041, atom 43 (H): 0.429, atom 44 (H): 0.461, atom 45 (H): -0.341, atom 46 (H): 0.431, atom 47 (H): -0.232, atom 48 (H): 0.553, atom 49 (H): 0.507, atom 50 (H): 0.286, atom 51 (H): 0.414, atom 52 (H): 0.157, atom 53 (H): 0.306, atom 54 (H): 0.377, atom 55 (H): 0.181, atom 56 (H): 0.354, atom 57 (H): 0.528, atom 58 (H): 0.406, atom 59 (H): 0.515, atom 60 (H): 0.548, atom 61 (H): 0.348, atom 62 (H): 0.291, atom 63 (H): 0.264, atom 64 (C): -0.434, atom 65 (C): -0.243, atom 66 (O): -0.197, atom 67 (S): 0.946, atom 68 (O): -0.460, atom 69 (O): -0.575, atom 70 (O): -0.307, atom 71 (H): 0.322, atom 72 (H): 0.329, atom 73 (H): 0.306, atom 74 (H): 0.272, atom 75 (C): 0.012, atom 76 (C): 0.156, atom 77 (O): -0.336, atom 78 (S): 1.078, atom 79 (O): -0.525, atom 80 (O): -0.547, atom 81 (O): -0.312, atom 82 (H): 0.004, atom 83 (H): 0.343, atom 84 (H): 0.354, atom 85 (H): -0.174, atom 86 (C): -0.356, atom 87 (C): -0.294, atom 88 (O): -0.278, atom 89 (S): 1.135, atom 90 (O): -0.524, atom 91 (O): -0.543, atom 92 (O): -0.315, atom 93 (H): 0.292, atom 94 (H): 0.305, atom 95 (H): 0.311, atom 96 (H): 0.272, atom 97 (C): -0.372, atom 98 (C): -0.076, atom 99 (O): -0.314


Entry 2:
Entry from the Open Molecules 2025 dataset: a molecular structure, ClH3S at a distorted geometry (ωB97M-V/def2-TZVPD).

The value obtained for the HOMO-LUMO gap is 9.96 eV. The energy comes out at -860.1384 Eh. The largest force on an atom comes out at 0.0437 Eh/bohr.

```
5
ClH3S | the Open Molecules 2025 dataset | ωB97M-V/def2-TZVPD
H -1.29 -1.26 0.24
H -1.94 0.58 0.25
H 2.35 0.95 0.00
S -0.91 -0.08 -0.29
Cl 1.79 -0.19 -0.22
```

For each atom in turn, the Mulliken charge in e is: atom 1 (H): 0.156, atom 2 (H): 0.144, atom 3 (H): 0.244, atom 4 (S): -0.302, atom 5 (Cl): -0.242


Entry 3:
Entry from the Open Molecules 2025 dataset: a single C4H9N2P molecule at a distorted geometry (ωB97M-V/def2-TZVPD).

The value obtained for the HOMO-LUMO gap is 8.05 eV. The energy comes out at -608.5077 Eh. The structure (SMILES) is C=C/C=C/[PH2]=NN. The largest force on an atom comes out at 0.0955 Eh/bohr.

```
16
C4H9N2P | the Open Molecules 2025 dataset | ωB97M-V/def2-TZVPD
C 3.64 0.14 0.05
C 2.40 0.61 0.03
C 1.19 -0.23 0.20
C -0.04 0.24 0.02
N -3.96 0.52 0.02
N -2.56 0.64 -0.01
P -1.63 -0.52 0.00
H 4.62 0.71 -0.11
H 3.88 -0.97 0.15
H 2.10 1.69 -0.14
H 1.39 -1.35 0.36
H -0.09 1.24 -0.22
H -4.34 0.43 1.03
H -4.47 1.48 -0.18
H -1.61 -1.56 1.10
H -1.83 -1.46 -1.15
```

For each atom in turn, the Mulliken charge in e is: atom 1 (C): -0.718, atom 2 (C): 0.003, atom 3 (C): 0.158, atom 4 (C): -0.511, atom 5 (N): -0.724, atom 6 (N): -0.076, atom 7 (P): 0.055, atom 8 (H): 0.237, atom 9 (H): 0.192, atom 10 (H): 0.201, atom 11 (H): 0.215, atom 12 (H): 0.380, atom 13 (H): 0.233, atom 14 (H): 0.251, atom 15 (H): 0.044, atom 16 (H): 0.059


Entry 4:
Entry from the Open Molecules 2025 dataset: a molecular structure, C21H51AsBaN3OPSi3 (ωB97M-V/def2-TZVPD).

The value obtained for the HOMO-LUMO gap is 8.02 eV. The energy comes out at -4541.1593 Eh. The largest force on an atom comes out at 0.0105 Eh/bohr. The total charge is +2.

```
82
C21H51AsBaN3OPSi3 | the Open Molecules 2025 dataset | ωB97M-V/def2-TZVPD
Ba -1.03 -0.02 -0.61
C 0.31 1.92 1.52
C -0.41 1.02 2.31
C -0.02 -0.31 2.38
C 1.08 -0.75 1.65
C 1.80 0.14 0.85
C 1.41 1.48 0.79
H 0.02 2.96 1.48
H -1.27 1.37 2.87
H -0.57 -1.01 3.00
H 1.41 -1.79 1.72
H 2.67 -0.20 0.31
H 1.98 2.18 0.19
C -2.70 -5.34 -1.05
Si -2.24 -4.27 -2.51
C -3.61 -3.03 -2.83
C -1.90 -5.29 -4.02
As -0.33 -2.99 -1.87
Si 0.70 -2.21 -3.85
C 2.16 -1.16 -3.30
C 1.24 -3.54 -5.04
C -0.59 -1.08 -4.64
Si 1.16 -4.52 -0.81
C 1.32 -6.08 -1.82
C 2.81 -3.66 -0.65
C 0.44 -4.88 0.87
H -3.68 -5.78 -1.22
H -2.73 -4.79 -0.11
H -2.00 -6.17 -0.93
H -4.54 -3.56 -3.05
H -3.40 -2.40 -3.69
H -3.80 -2.40 -1.97
H -2.76 -5.93 -4.23
H -1.03 -5.93 -3.89
H -1.74 -4.67 -4.91
H 3.01 -1.78 -3.03
H 1.92 -0.52 -2.45
H 2.47 -0.52 -4.13
H 1.75 -4.36 -4.54
H 1.94 -3.11 -5.76
H 0.40 -3.95 -5.60
H -0.75 -0.18 -4.04
H -1.54 -1.59 -4.78
H -0.24 -0.75 -5.62
H 1.52 -5.88 -2.87
H 0.41 -6.70 -1.75
H 2.15 -6.68 -1.43
H 3.35 -3.63 -1.59
H 3.43 -4.20 0.07
H 2.71 -2.63 -0.29
H -0.48 -5.46 0.80
H 0.21 -3.97 1.44
H 1.15 -5.47 1.46
C -0.24 4.77 -1.31
N -1.26 4.44 -2.31
C -1.73 5.60 -3.07
P -1.45 2.92 -2.89
O -0.82 1.95 -1.91
N -3.06 2.75 -3.14
C -3.61 1.68 -3.96
C -4.07 3.42 -2.31
N -0.79 2.63 -4.37
C 0.64 2.32 -4.45
C -1.29 3.28 -5.58
H -0.66 5.46 -0.58
H 0.63 5.25 -1.78
H 0.09 3.87 -0.81
H -2.14 6.34 -2.38
H -2.53 5.31 -3.75
H -0.92 6.06 -3.64
H -2.83 1.19 -4.54
H -4.36 2.08 -4.65
H -4.11 0.92 -3.34
H -3.61 4.19 -1.70
H -4.58 2.70 -1.66
H -4.82 3.88 -2.96
H 0.96 1.77 -3.57
H 1.24 3.22 -4.56
H 0.82 1.69 -5.33
H -2.34 3.54 -5.48
H -1.18 2.60 -6.43
H -0.73 4.19 -5.81
```

For each atom in turn, the Mulliken charge in e is: atom 1 (Ba): 1.501, atom 2 (C): -0.334, atom 3 (C): -0.670, atom 4 (C): -0.511, atom 5 (C): -0.139, atom 6 (C): -0.394, atom 7 (C): -0.382, atom 8 (H): 0.381, atom 9 (H): 0.426, atom 10 (H): 0.458, atom 11 (H): 0.427, atom 12 (H): 0.447, atom 13 (H): 0.381, atom 14 (C): -1.083, atom 15 (Si): 0.110, atom 16 (C): -0.970, atom 17 (C): -0.941, atom 18 (As): 0.124, atom 19 (Si): 0.087, atom 20 (C): -0.826, atom 21 (C): -0.975, atom 22 (C): -0.297, atom 23 (Si): 0.170, atom 24 (C): -0.877, atom 25 (C): -0.807, atom 26 (C): -0.993, atom 27 (H): 0.423, atom 28 (H): 0.329, atom 29 (H): 0.270, atom 30 (H): 0.409, atom 31 (H): 0.232, atom 32 (H): 0.236, atom 33 (H): 0.413, atom 34 (H): 0.313, atom 35 (H): 0.260, atom 36 (H): 0.384, atom 37 (H): 0.049, atom 38 (H): 0.442, atom 39 (H): 0.270, atom 40 (H): 0.432, atom 41 (H): 0.313, atom 42 (H): -0.522, atom 43 (H): 0.323, atom 44 (H): 0.505, atom 45 (H): 0.203, atom 46 (H): 0.260, atom 47 (H): 0.395, atom 48 (H): 0.318, atom 49 (H): 0.420, atom 50 (H): -0.031, atom 51 (H): 0.323, atom 52 (H): 0.176, atom 53 (H): 0.421, atom 54 (C): -0.769, atom 55 (N): 0.427, atom 56 (C): -1.056, atom 57 (P): -0.317, atom 58 (O): -0.245, atom 59 (N): 0.291, atom 60 (C): -1.003, atom 61 (C): -1.030, atom 62 (N): 0.497, atom 63 (C): -1.084, atom 64 (C): -1.051, atom 65 (H): 0.363, atom 66 (H): 0.314, atom 67 (H): -0.085, atom 68 (H): 0.379, atom 69 (H): 0.338, atom 70 (H): 0.303, atom 71 (H): 0.252, atom 72 (H): 0.348, atom 73 (H): 0.357, atom 74 (H): 0.331, atom 75 (H): 0.301, atom 76 (H): 0.346, atom 77 (H): 0.157, atom 78 (H): 0.362, atom 79 (H): 0.371, atom 80 (H): 0.369, atom 81 (H): 0.336, atom 82 (H): 0.320


Entry 5:
Entry from the Open Molecules 2025 dataset: 2 unconnected molecules or ions with the total composition C4H6N2O (ωB97M-V/def2-TZVPD).

The value obtained for the HOMO-LUMO gap is 10.37 eV. The energy comes out at -340.7187 Eh. The structure (SMILES) is c1cn[nH]c1.C=O. The largest force on an atom comes out at 0.0092 Eh/bohr.

```
13
C4H6N2O | the Open Molecules 2025 dataset | ωB97M-V/def2-TZVPD
C 1.71 2.47 -0.06
O 0.57 2.83 -0.22
C 0.02 -0.41 -0.61
N 0.64 -1.25 0.21
N -0.36 -1.91 0.82
C -1.59 -1.51 0.40
C -1.38 -0.53 -0.53
H 2.56 3.04 -0.49
H 1.97 1.56 0.50
H 0.60 0.25 -1.24
H -0.13 -2.61 1.50
H -2.49 -1.96 0.80
H -2.13 0.03 -1.08
```

For each atom in turn, the Mulliken charge in e is: atom 1 (C): -0.124, atom 2 (O): -0.380, atom 3 (C): -0.356, atom 4 (N): -0.761, atom 5 (N): 0.256, atom 6 (C): -0.298, atom 7 (C): -0.395, atom 8 (H): 0.238, atom 9 (H): 0.270, atom 10 (H): 0.574, atom 11 (H): 0.217, atom 12 (H): 0.417, atom 13 (H): 0.341


Entry 6:
Entry from the Open Molecules 2025 dataset: a single C2H7NO2Si molecule at a distorted geometry (ωB97M-V/def2-TZVPD).

The value obtained for the HOMO-LUMO gap is 10.54 eV. The energy comes out at -575.0388 Eh. The structure (SMILES) is C[SiH](C)[N+](=O)[O-]. The largest force on an atom comes out at 0.0754 Eh/bohr.

```
13
C2H7NO2Si | the Open Molecules 2025 dataset | ωB97M-V/def2-TZVPD
C 0.16 1.34 -1.13
C -1.45 -0.62 0.60
N 1.54 -0.61 1.08
O 2.22 -1.64 0.95
O 1.56 0.29 1.88
Si 0.19 -0.38 -0.32
H -0.07 2.28 -0.65
H 1.11 1.46 -1.54
H -0.52 1.36 -1.90
H -1.49 -1.57 1.21
H -1.75 0.17 1.23
H -2.10 -0.61 -0.26
H 0.61 -1.46 -1.14
```

For each atom in turn, the Mulliken charge in e is: atom 1 (C): -1.120, atom 2 (C): -0.935, atom 3 (N): 0.784, atom 4 (O): -0.553, atom 5 (O): -0.549, atom 6 (Si): 0.491, atom 7 (H): 0.376, atom 8 (H): 0.328, atom 9 (H): 0.378, atom 10 (H): 0.283, atom 11 (H): 0.352, atom 12 (H): 0.268, atom 13 (H): -0.103